Entry 1:
Density functional theory data (wB97M-V/def2-TZVPD) for a molecular structure, C14H12CuN2O4 at a distorted geometry.

Geometry (Å):
1 Cu -0.57 -0.84 0.20
2 C 0.02 2.67 -2.58
3 C -0.37 1.71 -1.58
4 C -1.27 2.22 -0.36
5 O -1.47 1.40 0.59
6 C -1.77 3.58 -0.38
7 C -1.30 4.41 -1.33
8 C -0.30 3.97 -2.43
9 O 0.23 4.73 -3.34
10 O -1.81 5.60 -1.35
11 O -0.02 0.55 -1.59
12 H 0.69 2.31 -3.35
13 H -2.47 3.95 0.35
14 N 0.02 -3.01 -1.94
15 C -1.25 -2.99 -1.48
16 C -1.22 -3.42 -0.14
17 C 0.15 -3.44 0.26
18 C 0.90 -3.10 -0.90
19 H 0.29 -2.81 -2.90
20 H -2.00 -2.74 -2.21
21 H -2.08 -3.55 0.49
22 H 0.53 -3.61 1.26
23 H 1.98 -3.07 -0.95
24 N 1.27 -1.26 3.40
25 C 0.59 -0.04 3.35
26 C 0.94 0.62 2.22
27 C 1.83 -0.18 1.52
28 C 2.01 -1.33 2.26
29 H 1.03 -1.94 4.10
30 H -0.02 0.20 4.21
31 H 0.57 1.59 1.93
32 H 2.31 0.06 0.58
33 H 2.55 -2.24 2.06

Lowest unoccupied orbital energy ... 0.08020 Eh
Charge ... -1
Frontier orbital gap ... 5.34 eV
Molar mass ... 335.81 g/mol
Highest occupied orbital energy ... -3.2 eV

***

Entry 2:
Density functional theory data (wB97M-V/def2-TZVPD) for a molecular structure, C14H12FeN2O6 at a distorted geometry.

Geometry (Å):
1 C 1.22 -2.86 -2.54
2 O -0.10 -2.38 -2.19
3 C -0.22 -1.10 -1.74
4 C -1.25 -0.96 -0.72
5 C -0.85 0.13 0.32
6 C 0.06 1.32 -0.10
7 C 0.73 1.12 -1.30
8 C 0.60 -0.03 -2.14
9 Fe -3.00 -1.40 -1.66
10 C -4.16 -0.89 -0.39
11 O -4.76 -0.30 0.43
12 C -3.13 -3.16 -1.82
13 O -3.69 -4.15 -1.56
14 C -4.03 -1.12 -3.06
15 O -5.02 -0.87 -3.62
16 H 1.10 -3.93 -2.71
17 H 1.55 -2.37 -3.46
18 H 1.95 -2.67 -1.73
19 H -1.62 -1.92 -0.22
20 H -1.69 0.48 0.94
21 H -0.20 -0.48 0.99
22 H -0.14 2.33 0.24
23 H 1.43 1.88 -1.62
24 H 1.19 -0.07 -3.08
25 N 1.40 1.78 1.53
26 C 2.71 2.26 1.54
27 O 3.41 2.56 0.57
28 N 3.29 2.47 2.80
29 C 2.74 2.29 4.07
30 O 3.48 2.48 5.05
31 C 1.35 1.90 3.99
32 C 0.82 1.69 2.74
33 H 4.26 2.80 2.80
34 H 0.78 1.78 4.91
35 H -0.22 1.40 2.71

Lowest unoccupied orbital energy (spin up / spin down) ... -0.02851 / -0.12099 Eh
ΔE to the lowest compared entry with this formula, charge and spin ... 18.6 kJ/mol
Spin multiplicity ... 5
Frontier orbital gap (spin up / spin down) ... 6.76 / 4.44 eV
Molar mass ... 360.10 g/mol
⟨S²⟩ ... 6.063
Highest occupied orbital energy (spin up / spin down) ... -7.5 / -7.7 eV

***

Entry 3:
Density functional theory data (wB97M-V/def2-TZVPD) for a molecular structure, C14H12N3OPdTe4.

Geometry (Å):
1 Pd -0.70 -1.98 -1.34
2 C 0.55 2.50 -0.63
3 C 0.13 1.17 -1.17
4 N -0.03 0.13 -0.42
5 N 0.19 0.26 0.90
6 C -0.02 -0.86 1.60
7 O -0.39 -1.98 1.20
8 C 0.24 -0.71 3.08
9 C 0.07 -1.82 3.90
10 C 0.30 -1.73 5.26
11 C 0.71 -0.52 5.82
12 C 0.89 0.59 5.01
13 C 0.65 0.50 3.64
14 C -0.10 1.03 -2.61
15 C 0.01 2.13 -3.48
16 C -0.22 1.95 -4.83
17 C -0.56 0.70 -5.30
18 C -0.65 -0.34 -4.38
19 N -0.43 -0.17 -3.09
20 H 0.72 2.42 0.44
21 H 1.48 2.85 -1.10
22 H -0.21 3.26 -0.81
23 H -0.25 -2.74 3.44
24 H 0.17 -2.60 5.89
25 H 0.90 -0.45 6.89
26 H 1.21 1.53 5.44
27 H 0.79 1.35 3.00
28 H 0.28 3.10 -3.09
29 H -0.13 2.79 -5.51
30 H -0.74 0.52 -6.35
31 H -0.91 -1.35 -4.69
32 Te 1.94 -2.53 -1.64
33 Te 0.09 -4.21 -2.49
34 Te -2.72 -3.66 -1.59
35 Te -3.26 -1.15 -0.97

Lowest unoccupied orbital energy ... 0.04907 Eh
ΔE to the lowest compared entry with this formula, charge and spin ... 0.0 kJ/mol
Charge ... -1
Frontier orbital gap ... 5.08 eV
Molar mass ... 855.09 g/mol
Highest occupied orbital energy ... -3.7 eV

***

Entry 4:
Density functional theory data (wB97M-V/def2-TZVPD) for a single C14H12N4O3S molecule at a distorted geometry.

Geometry (Å):
1 C -2.87 1.29 1.76
2 C -1.74 1.59 0.85
3 C -0.39 1.54 1.03
4 C 0.12 1.91 -0.25
5 N 1.43 1.96 -0.69
6 C 2.52 1.64 0.07
7 O 2.49 1.50 1.26
8 C 3.78 1.44 -0.76
9 S 4.64 -0.10 -0.24
10 C 3.26 -1.10 0.05
11 N 3.18 -2.13 0.84
12 N 1.91 -2.55 0.80
13 C 1.26 -1.77 -0.01
14 C -0.15 -1.78 -0.31
15 C -1.02 -2.49 0.52
16 C -2.38 -2.45 0.28
17 C -2.88 -1.71 -0.78
18 C -2.02 -1.01 -1.61
19 C -0.66 -1.05 -1.38
20 O 2.08 -0.83 -0.56
21 N -0.86 2.15 -1.09
22 O -2.01 1.96 -0.41
23 H -2.56 1.41 2.79
24 H -3.20 0.26 1.61
25 H -3.71 1.95 1.54
26 H 0.18 1.29 1.90
27 H 1.52 2.13 -1.68
28 H 4.50 2.23 -0.54
29 H 3.59 1.40 -1.83
30 H -0.60 -3.05 1.34
31 H -3.05 -3.00 0.92
32 H -3.95 -1.68 -0.96
33 H -2.41 -0.44 -2.44
34 H 0.01 -0.51 -2.03

Lowest unoccupied orbital energy ... 0.00911 Eh
ΔE to the lowest compared entry with this formula, charge and spin ... 216.5 kJ/mol
Structure (SMILES) ... Cc1cc(NC(=O)CSc2nnc(-c3ccccc3)o2)no1
Frontier orbital gap ... 8.84 eV
Molar mass ... 316.34 g/mol
Highest occupied orbital energy ... -8.6 eV